DFT (the ωB97M-V functional and the def2-TZVPD basis) results for a cluster of 2 separate species, C36H61FN4O8PS2 in total in a non-equilibrium geometry.

Output
2S+1: 1
net charge: +1
HOMO-LUMO gap: 7.0 eV
HOMO level: -10.4744 eV

Geometry (Å):
C -2.50 -0.79 4.93
C -1.88 0.61 4.41
S -1.08 0.47 2.71
C 0.69 0.07 3.07
C 1.35 -1.16 2.26
C 0.53 -2.48 2.66
C 1.30 -3.42 3.76
C 1.60 -2.67 5.15
O 2.87 -1.98 5.22
C 0.18 -3.48 1.45
C -0.19 -2.62 0.18
C -1.71 -2.01 0.14
C -2.77 -2.73 1.07
C -4.25 -2.27 0.65
C -4.56 -0.72 0.98
S -5.66 0.08 -0.32
C -7.38 -0.57 -0.02
N -7.79 -1.30 1.16
N -9.12 -1.56 0.91
C -9.50 -1.04 -0.36
O -8.39 -0.37 -0.98
N 0.81 -1.60 -0.30
C 1.45 -1.89 -1.64
C 2.17 -3.26 -1.90
O 3.42 -3.23 -2.14
N 1.55 -4.62 -2.01
C 2.15 -5.59 -1.04
C 1.87 -5.06 -3.43
C 1.70 -0.93 0.72
C 3.28 -1.29 0.57
C 3.70 -2.79 0.96
F 4.21 -2.90 2.32
C 1.65 0.65 0.26
C 2.86 1.57 0.65
O 3.06 2.20 1.73
C 3.99 1.85 -0.47
C 5.41 2.29 0.03
C 6.60 2.64 -0.89
C 6.37 2.57 -2.43
C 4.96 2.12 -2.96
C 3.77 1.77 -1.99
H -3.64 -0.68 5.08
H -2.33 -1.66 4.20
H -2.06 -1.11 5.94
H -2.61 1.49 4.47
H -1.00 0.84 5.13
H 0.72 -0.26 4.19
H 1.28 1.04 3.04
H 2.36 -1.29 2.81
H -0.49 -2.26 3.17
H 2.18 -3.98 3.32
H 0.51 -4.23 4.02
H 0.71 -1.99 5.47
H 1.63 -3.49 5.96
H 2.73 -1.03 4.96
H -0.66 -4.16 1.84
H 1.02 -4.25 1.22
H -0.27 -3.40 -0.68
H -1.75 -0.89 0.37
H -2.10 -2.10 -0.94
H -2.71 -3.88 1.09
H -2.61 -2.37 2.16
H -4.99 -2.91 1.25
H -4.40 -2.51 -0.48
H -5.07 -0.68 2.01
H -3.61 -0.06 1.01
H -10.53 -1.10 -0.84
H 0.15 -0.83 -0.59
H 0.60 -1.81 -2.42
H 2.18 -1.05 -1.95
H 1.41 -5.79 -0.19
H 2.25 -6.60 -1.60
H 3.21 -5.33 -0.69
H 2.89 -5.60 -3.48
H 1.05 -5.75 -3.82
H 1.97 -4.14 -4.11
H 3.72 -0.93 -0.43
H 3.90 -0.71 1.37
H 2.96 -3.60 0.68
H 4.64 -3.01 0.31
H 1.56 0.74 -0.89
H 0.67 1.17 0.63
H 5.53 2.37 1.16
H 7.59 2.99 -0.43
H 7.23 2.87 -3.11
H 4.85 2.10 -4.10
H 2.76 1.48 -2.42
O -1.43 3.05 -1.82
P -1.00 4.33 -2.53
O -0.21 5.02 -1.25
C 1.08 4.54 -0.93
C 2.12 5.03 -1.93
O -2.45 5.13 -2.36
C -3.66 4.39 -2.23
C -4.04 4.23 -0.77
O -0.51 5.70 -3.45
C -0.51 5.51 -4.87
C -1.91 5.29 -5.42
H 1.08 3.45 -0.88
H 1.33 4.92 0.06
H 1.95 4.58 -2.91
H 3.13 4.77 -1.60
H 2.06 6.11 -2.05
H -3.59 3.43 -2.74
H -4.44 4.96 -2.75
H -3.21 3.84 -0.18
H -4.90 3.57 -0.66
H -4.30 5.20 -0.34
H 0.15 4.67 -5.12
H -0.08 6.41 -5.31
H -2.32 4.33 -5.08
H -1.89 5.28 -6.51
H -2.59 6.07 -5.09